[1]
Density functional theory data (the ωB97M-V functional and the def2-TZVPD basis) for a cluster of 2 separate species, C4H10NP in total at a distorted geometry.

Calculated values
Relative energy (zero: lowest compared OMol25 entry of this formula, charge and spin)   4.649 eV
Highest occupied orbital energy (alpha / beta)   -8.11 / -7.02 eV
LUMO energy (alpha / beta)   -0.02 / 0.20 eV

ORCA input file:
```
! RIJCOSX wB97M-V def2-TZVPD def2/J DEFGRID3
* xyz 0 1
C -0.130 -0.715 -1.929
C 1.382 -0.224 -2.198
C 1.079 -1.452 -1.452
C -1.764 0.973 2.500
N -0.768 0.357 1.482
P 0.683 1.159 1.096
H -0.434 -0.045 -1.168
H -0.711 -0.964 -2.801
H 1.829 -0.183 -3.258
H 1.604 0.675 -1.689
H 1.419 -2.391 -1.533
H -2.746 0.733 2.281
H -1.669 0.511 3.446
H -1.615 2.110 2.482
H -0.670 -0.639 1.617
H 1.371 0.005 0.821
*
```

Löwdin atomic charge list, values in e, 8 entries: C -0.132; C -0.185; C -0.084; C -0.147; N -0.453; P 0.722; H 0.014; H 0.084

[2]
Density functional theory data (the ωB97M-V functional and the def2-TZVPD basis) for a structure of composition C11H17B2N7Os at a distorted geometry.

Calculated values
<S²>   6.0421
Relative energy (zero: lowest compared OMol25 entry of this formula, charge and spin)   4.280 eV
Highest occupied orbital energy (alpha / beta)   -15.66 / -15.83 eV
LUMO energy (alpha / beta)   -8.93 / -10.49 eV

ORCA input file:
```
! RIJCOSX wB97M-V def2-TZVPD def2/J DEFGRID3
* xyz 2 5
H 1.341 3.530 0.267
N 1.176 1.853 -0.980
B 0.214 0.468 -3.069
N 0.698 1.744 -2.334
C 0.902 2.934 -2.924
Os 2.493 0.741 0.138
H 0.738 3.007 -3.977
C 1.194 3.898 -1.972
H 1.239 4.973 -2.106
C 1.261 3.214 -0.759
H 0.423 0.626 -4.263
C -2.506 -2.577 2.423
H -1.687 -2.698 3.146
H -2.297 -1.804 1.668
H -2.748 -3.551 1.976
N -1.376 0.030 -3.111
N 1.291 -0.530 -2.533
N -1.982 -0.199 -1.892
N 1.870 -0.623 -1.217
C -2.337 -0.187 -4.095
C 1.988 -1.360 -3.335
H -2.192 -0.071 -5.164
H 1.816 -1.337 -4.392
C -3.549 -0.566 -3.476
C 2.789 -2.212 -2.560
C -3.239 -0.560 -2.095
C 2.617 -1.784 -1.239
H -4.500 -0.814 -3.917
H 3.340 -3.077 -2.888
H -3.922 -0.818 -1.275
H 2.915 -2.195 -0.283
H -3.342 -2.306 2.977
B 0.650 0.323 4.248
C 1.254 0.447 2.839
N 1.773 0.566 1.794
H -0.388 0.946 4.337
H 1.561 0.834 4.910
H 0.521 -0.865 4.458
*
```

Löwdin atomic charge list, values in e, 8 entries: H 0.123; N -0.148; B -0.412; N 0.009; C -0.002; Os 1.564; H 0.143; C 0.008

[3]
Density functional theory data (the ωB97M-V functional and the def2-TZVPD basis) for a cluster of 2 separate species, C10H16O in total at a distorted geometry.

Calculated values
Relative energy (zero: lowest compared OMol25 entry of this formula, charge and spin)   1.595 eV
Highest occupied orbital energy   -8.81 eV
LUMO energy   0.86 eV
SMILES   Cc1ccc(O)cc1.CCC

ORCA input file:
```
! RIJCOSX wB97M-V def2-TZVPD def2/J DEFGRID3
* xyz 0 1
C -1.100 0.998 2.607
C -0.376 -0.173 2.009
C -0.812 -1.477 2.159
C -0.011 -2.553 1.786
C 0.995 -2.263 0.868
O 1.669 -3.342 0.272
C 1.461 -0.985 0.629
C 0.837 0.042 1.346
H -1.521 1.718 1.896
H -0.436 1.649 3.184
H -1.900 0.629 3.251
H -1.714 -1.726 2.709
H -0.204 -3.601 1.939
H 1.288 -3.524 -0.596
H 2.260 -0.627 -0.004
H 1.221 1.044 1.359
C -1.012 2.296 -2.166
C -0.414 0.889 -1.983
C 0.909 0.635 -2.718
H -1.655 2.393 -3.039
H -1.648 2.545 -1.317
H -0.205 3.032 -2.131
H -0.323 0.684 -0.930
H -1.122 0.220 -2.471
H 0.883 -0.295 -3.284
H 1.287 1.418 -3.373
H 1.643 0.373 -2.003
*
```

Löwdin atomic charge list, values in e, 8 entries: C -0.055; C -0.290; C -0.045; C -0.003; C -0.314; O 0.002; C -0.017; C -0.058

[4]
Density functional theory data (the ωB97M-V functional and the def2-TZVPD basis) for a cluster of 2 separate species, C4H8Si in total at a distorted geometry.

Calculated values
Relative energy (zero: lowest compared OMol25 entry of this formula, charge and spin)   3.587 eV
Highest occupied orbital energy   -8.43 eV
LUMO energy   -0.85 eV

ORCA input file:
```
! RIJCOSX wB97M-V def2-TZVPD def2/J DEFGRID3
* xyz 0 1
C 2.348 1.379 -1.048
C 2.432 0.334 -0.165
C -2.418 -0.484 -0.246
C -2.556 -1.246 0.786
Si 1.037 -0.865 0.434
H 3.015 2.190 -1.223
H 1.419 1.411 -1.643
H 3.481 0.328 0.302
H -2.885 0.517 -0.280
H -1.810 -0.679 -1.154
H -1.712 -1.876 1.007
H -3.271 -0.875 1.542
H 0.921 -0.135 1.690
*
```

Löwdin atomic charge list, values in e, 8 entries: C -0.124; C -0.472; C -0.149; C -0.118; Si 0.752; H 0.028; H 0.031; H 0.052

[5]
Density functional theory data (the ωB97M-V functional and the def2-TZVPD basis) for the molecule C5H7N at a distorted geometry.

Calculated values
Relative energy (zero: lowest compared OMol25 entry of this formula, charge and spin)   3.968 eV
Highest occupied orbital energy   -7.81 eV
LUMO energy   0.60 eV

ORCA input file:
```
! RIJCOSX wB97M-V def2-TZVPD def2/J DEFGRID3
* xyz 0 1
C 1.981 -0.546 -0.438
N 0.664 -0.009 0.024
C -0.499 1.725 0.295
C -1.638 0.990 0.371
C -1.633 -0.377 0.154
C -0.344 -0.845 -0.106
H 2.700 -0.611 0.389
H 2.439 0.051 -1.232
H 1.897 -1.575 -0.843
H -0.360 2.450 1.123
H -2.513 1.618 0.550
H -2.511 -1.000 0.169
H -0.183 -1.871 -0.457
*
```

Löwdin atomic charge list, values in e, 8 entries: C -0.095; N -0.040; C 0.122; C -0.238; C -0.131; C -0.214; H 0.071; H 0.072

[6]
Density functional theory data (the ωB97M-V functional and the def2-TZVPD basis) for the molecule C5H11NO.

Calculated values
Relative energy (zero: lowest compared OMol25 entry of this formula, charge and spin)   0.442 eV
Highest occupied orbital energy   -9.60 eV
LUMO energy   0.97 eV
SMILES   CNC(=O)C(C)C

ORCA input file:
```
! RIJCOSX wB97M-V def2-TZVPD def2/J DEFGRID3
* xyz 0 1
C -2.578 1.048 -0.801
N -1.112 0.884 -0.888
C -0.472 0.191 0.128
O -1.063 -0.128 1.141
C 0.985 -0.268 -0.090
C 1.901 0.326 0.990
C 1.009 -1.806 0.032
H -3.079 0.882 -1.765
H -2.862 2.034 -0.424
H -2.985 0.306 -0.106
H -0.611 1.725 -1.159
H 1.370 0.004 -1.085
H 1.521 0.074 1.985
H 1.991 1.416 0.923
H 2.909 -0.095 0.902
H 2.040 -2.174 -0.028
H 0.603 -2.114 1.001
H 0.433 -2.306 -0.755
*
```

Löwdin atomic charge list, values in e, 8 entries: C -0.081; N 0.003; C -0.473; O 0.063; C -0.341; C -0.076; C -0.072; H 0.076

[7]
Density functional theory data (the ωB97M-V functional and the def2-TZVPD basis) for a structure of composition C8H17O10V at a distorted geometry.

Calculated values
Highest occupied orbital energy   -0.59 eV
LUMO energy   4.25 eV

ORCA input file:
```
! RIJCOSX wB97M-V def2-TZVPD def2/J DEFGRID3
* xyz -2 1
O -0.840 1.244 1.207
V 0.206 2.456 1.575
O 1.528 2.234 0.645
C -0.287 5.034 1.326
O -0.781 4.165 0.681
O -0.469 6.231 1.180
O 0.313 4.682 2.333
O 0.776 0.785 5.304
C 0.452 1.588 4.323
O -0.509 2.360 4.411
O 1.141 1.379 3.301
H 1.430 0.309 4.787
C 2.258 1.207 -2.522
C 0.784 0.852 -2.954
C 0.231 -0.344 -2.225
O -0.164 1.912 -2.860
H 2.432 1.170 -1.447
H 2.575 2.213 -2.797
H 2.973 0.510 -2.961
H 0.685 0.461 -3.967
H 0.142 0.047 -1.211
H 0.873 -1.223 -2.170
H -0.743 -0.627 -2.624
H 0.258 2.685 -3.243
C -0.099 -3.870 -0.136
C -1.543 -3.663 0.328
C -2.134 -2.269 0.039
O -2.217 -4.711 -0.427
H 0.121 -3.493 -1.134
H 0.095 -4.927 0.049
H 0.554 -3.258 0.486
H -1.670 -3.878 1.390
H -3.129 -2.223 0.481
H -2.225 -2.049 -1.025
H -1.391 -1.523 0.319
H -1.625 -5.467 -0.464
*
```

Löwdin atomic charge list, values in e, 8 entries: O -0.434; V 1.006; O -0.410; C -1.182; O -0.039; O -0.058; O -0.067; O 0.098

Copy entry 7 word for word.
Density functional theory data (the ωB97M-V functional and the def2-TZVPD basis) for a structure of composition C8H17O10V at a distorted geometry.

Calculated values
Highest occupied orbital energy   -0.59 eV
LUMO energy   4.25 eV

ORCA input file:
```
! RIJCOSX wB97M-V def2-TZVPD def2/J DEFGRID3
* xyz -2 1
O -0.840 1.244 1.207
V 0.206 2.456 1.575
O 1.528 2.234 0.645
C -0.287 5.034 1.326
O -0.781 4.165 0.681
O -0.469 6.231 1.180
O 0.313 4.682 2.333
O 0.776 0.785 5.304
C 0.452 1.588 4.323
O -0.509 2.360 4.411
O 1.141 1.379 3.301
H 1.430 0.309 4.787
C 2.258 1.207 -2.522
C 0.784 0.852 -2.954
C 0.231 -0.344 -2.225
O -0.164 1.912 -2.860
H 2.432 1.170 -1.447
H 2.575 2.213 -2.797
H 2.973 0.510 -2.961
H 0.685 0.461 -3.967
H 0.142 0.047 -1.211
H 0.873 -1.223 -2.170
H -0.743 -0.627 -2.624
H 0.258 2.685 -3.243
C -0.099 -3.870 -0.136
C -1.543 -3.663 0.328
C -2.134 -2.269 0.039
O -2.217 -4.711 -0.427
H 0.121 -3.493 -1.134
H 0.095 -4.927 0.049
H 0.554 -3.258 0.486
H -1.670 -3.878 1.390
H -3.129 -2.223 0.481
H -2.225 -2.049 -1.025
H -1.391 -1.523 0.319
H -1.625 -5.467 -0.464
*
```

Löwdin atomic charge list, values in e, 8 entries: O -0.434; V 1.006; O -0.410; C -1.182; O -0.039; O -0.058; O -0.067; O 0.098

What did the fifth record say?
Density functional theory data (the ωB97M-V functional and the def2-TZVPD basis) for the molecule C5H7N at a distorted geometry.

Calculated values
Relative energy (zero: lowest compared OMol25 entry of this formula, charge and spin)   3.968 eV
Highest occupied orbital energy   -7.81 eV
LUMO energy   0.60 eV

ORCA input file:
```
! RIJCOSX wB97M-V def2-TZVPD def2/J DEFGRID3
* xyz 0 1
C 1.981 -0.546 -0.438
N 0.664 -0.009 0.024
C -0.499 1.725 0.295
C -1.638 0.990 0.371
C -1.633 -0.377 0.154
C -0.344 -0.845 -0.106
H 2.700 -0.611 0.389
H 2.439 0.051 -1.232
H 1.897 -1.575 -0.843
H -0.360 2.450 1.123
H -2.513 1.618 0.550
H -2.511 -1.000 0.169
H -0.183 -1.871 -0.457
*
```

Löwdin atomic charge list, values in e, 8 entries: C -0.095; N -0.040; C 0.122; C -0.238; C -0.131; C -0.214; H 0.071; H 0.072